Entry 1:
{"formula": "C30H41AsMnNSSi2", "method": "wB97M-V/def2-TZVPD", "symbols": ["Mn", "C", "Si", "C", "C", "C", "C", "C", "C", "C", "Si", "C", "C", "H", "H", "H", "H", "H", "H", "H", "H", "H", "H", "H", "H", "H", "H", "H", "H", "C", "C", "C", "C", "C", "C", "C", "C", "S", "C", "N", "C", "C", "C", "C", "C", "C", "C", "C", "H", "H", "H", "H", "H", "H", "H", "H", "H", "H", "H", "H", "H", "H", "H", "H", "C", "As", "C", "C", "H", "H", "H", "H", "H", "H", "H", "H", "H"], "coordinates": [[0.2154, 0.9216, 0.6517], [-1.5696, 4.0529, 0.9869], [-1.8893, 2.2111, 0.6055], [-2.8011, 2.1839, -1.0719], [-3.1678, 1.6520, 1.8941], [-4.3401, 2.3506, 2.2037], [-5.2307, 1.8665, 3.1468], [-4.9604, 0.6670, 3.8002], [-3.8025, -0.0314, 3.5028], [-2.8947, 0.4489, 2.5527], [-1.2985, -0.4342, 2.0273], [-1.8427, -2.0739, 1.2366], [-0.2993, -0.8725, 3.5749], [-2.4594, 4.6533, 0.7647], [-0.7355, 4.4681, 0.4187], [-1.3399, 4.1801, 2.0469], [-3.7086, 2.7965, -1.0441], [-3.0938, 1.1642, -1.3329], [-2.1711, 2.5648, -1.8817], [-4.5596, 3.2904, 1.7049], [-6.1347, 2.4179, 3.3802], [-5.6545, 0.2843, 4.5401], [-3.5993, -0.9637, 4.0220], [-2.4247, -2.6642, 1.9532], [-0.9821, -2.6700, 0.9279], [-2.4727, -1.9054, 0.3604], [-0.8893, -1.4939, 4.2581], [0.0161, 0.0272, 4.1049], [0.6017, -1.4244, 3.2985], [-0.2124, -2.4757, -4.1329], [0.0087, -3.6399, -3.1576], [0.4574, -4.8568, -3.9678], [-1.3212, -3.9837, -2.4751], [1.0354, -3.2345, -2.0971], [2.2131, -3.9509, -1.8878], [3.1339, -3.5517, -0.9138], [2.8782, -2.4390, -0.1496], [3.8508, -1.6935, 1.1063], [2.6610, -0.4087, 1.2668], [1.5556, -0.6096, 0.4676], [1.6856, -1.6981, -0.3287], [0.7784, -2.1101, -1.3128], [2.7879, 0.7639, 2.0513], [3.9014, 1.0112, 2.8801], [3.9770, 2.1954, 3.5963], [2.9626, 3.1379, 3.5041], [1.8546, 2.8784, 2.6791], [1.7173, 1.7146, 1.9377], [-0.9368, -2.7572, -4.9021], [0.7235, -2.2007, -4.6244], [-0.5946, -1.5924, -3.6201], [-0.3034, -5.1007, -4.7128], [0.5957, -5.7329, -3.3318], [1.3948, -4.6655, -4.4940], [-2.0679, -4.2711, -3.2209], [-1.7117, -3.1381, -1.9099], [-1.1932, -4.8130, -1.7767], [2.4375, -4.8241, -2.4831], [4.0467, -4.1191, -0.7750], [-0.1337, -1.5354, -1.4369], [4.7007, 0.2812, 2.9657], [4.8354, 2.3806, 4.2336], [3.0246, 4.0632, 4.0664], [1.0720, 3.6334, 2.6324], [3.0814, 1.6116, -1.4700], [1.1686, 1.9573, -1.4554], [0.7008, 1.3189, -3.2418], [1.1555, 3.8848, -1.7359], [3.5559, 2.0921, -2.3262], [3.2299, 0.5326, -1.5084], [3.5004, 1.9833, -0.5353], [1.3134, 1.8034, -4.0038], [-0.3531, 1.5162, -3.4363], [0.8685, 0.2416, -3.2694], [1.7686, 4.1513, -2.5975], [1.5523, 4.3582, -0.8382], [0.1319, 4.2234, -1.8914]], "spin_multiplicity": 6, "orbital_gap_ev": [4.4, 6.8], "energy_ha": -5586.53607, "homo_energy_ev": [-1.79, -4.17], "charge": -1, "lumo_energy_ev": [2.60, 2.58]}

Entry 2:
{"formula": "C25H27CoN4O4S4", "method": "wB97M-V/def2-TZVPD", "symbols": ["Co", "C", "N", "C", "C", "N", "C", "C", "C", "C", "C", "C", "C", "S", "C", "C", "C", "C", "C", "C", "S", "H", "H", "H", "H", "H", "H", "H", "H", "H", "H", "H", "H", "H", "H", "H", "H", "H", "H", "N", "C", "C", "O", "O", "H", "H", "H", "H", "H", "O", "S", "O", "N", "C", "S", "C", "C", "C", "C", "C", "C", "H", "H", "H", "H"], "coordinates": [[-0.2898, -0.1231, 0.9356], [1.9427, -0.2839, -1.0062], [1.7357, 0.0980, 0.4094], [2.4741, -0.8713, 1.2624], [1.8515, -1.0069, 2.6364], [0.4629, -1.4629, 2.4924], [0.4027, -2.9020, 2.1785], [-0.3738, -1.2300, 3.6558], [0.1192, -1.3776, 4.9412], [-0.7163, -1.2104, 6.0379], [-2.0546, -0.9109, 5.8296], [-2.5471, -0.7686, 4.5415], [-1.7195, -0.9207, 3.4286], [-2.3285, -0.6934, 1.7968], [2.2127, 1.4634, 0.6805], [3.3882, 1.9119, 0.0869], [3.8839, 3.1794, 0.3430], [3.1897, 4.0072, 1.2188], [2.0288, 3.5625, 1.8175], [1.5030, 2.2820, 1.5710], [0.0287, 1.7696, 2.3383], [3.0047, -0.4079, -1.2378], [1.5196, 0.4858, -1.6456], [1.4412, -1.2277, -1.2020], [3.5188, -0.5581, 1.3560], [2.4663, -1.8324, 0.7459], [1.8349, -0.0401, 3.1392], [2.4489, -1.7108, 3.2320], [0.8748, -3.4829, 2.9809], [0.8940, -3.1140, 1.2330], [-0.6422, -3.1926, 2.0903], [1.1647, -1.6158, 5.0959], [-0.3211, -1.3079, 7.0411], [-2.7171, -0.7687, 6.6751], [-3.5848, -0.5071, 4.3764], [3.9316, 1.2685, -0.5923], [4.7939, 3.5143, -0.1381], [3.5541, 5.0062, 1.4286], [1.4790, 4.2058, 2.4931], [-3.0577, -2.6834, -1.3637], [-1.9911, -3.3205, -2.1161], [-0.6356, -2.8663, -1.6077], [0.4049, -3.1024, -2.1628], [-0.6669, -2.2248, -0.4288], [-3.9303, -3.1846, -1.4378], [-3.1903, -1.7339, -1.6991], [-1.6109, -2.1919, -0.1308], [-1.9947, -3.1524, -3.1952], [-2.0259, -4.3997, -1.9448], [-3.4881, -0.5364, -4.4948], [-2.0682, -0.3550, -4.3356], [-1.2065, -1.2564, -5.0534], [-1.6858, -0.3189, -2.7402], [-1.3060, 0.8769, -2.3531], [-0.9360, 1.3911, -0.7917], [-1.2309, 1.8831, -3.4707], [-0.8124, 3.2029, -3.4244], [-0.8128, 3.9313, -4.6068], [-1.2183, 3.3540, -5.8083], [-1.6328, 2.0289, -5.8546], [-1.6261, 1.3244, -4.6683], [-0.4946, 3.6344, -2.4844], [-0.4896, 4.9646, -4.5965], [-1.2062, 3.9436, -6.7164], [-1.9426, 1.5643, -6.7813]], "spin_multiplicity": 2, "orbital_gap_ev": [6.7, 6.8], "energy_ha": -4464.52731, "homo_energy_ev": [-4.12, -4.20], "charge": -1, "lumo_energy_ev": [2.56, 2.57]}

Entry 3:
{"formula": "C46H70BFN8SSiTeY", "method": "wB97M-V/def2-TZVPD", "symbols": ["Y", "C", "C", "C", "C", "C", "C", "C", "C", "C", "N", "N", "B", "N", "N", "C", "C", "C", "C", "C", "C", "C", "C", "C", "N", "N", "C", "C", "C", "C", "C", "C", "C", "C", "C", "H", "H", "H", "H", "H", "H", "H", "H", "H", "H", "H", "H", "H", "H", "H", "H", "H", "H", "H", "H", "H", "H", "H", "H", "H", "H", "H", "H", "H", "H", "H", "H", "H", "H", "H", "H", "H", "H", "H", "H", "H", "H", "H", "H", "H", "H", "C", "Si", "C", "C", "N", "C", "C", "C", "C", "C", "C", "F", "H", "H", "H", "H", "H", "H", "H", "H", "H", "H", "H", "H", "H", "C", "H", "H", "H", "Te", "C", "C", "C", "C", "C", "C", "H", "H", "H", "H", "H", "S", "C", "C", "N", "C", "H", "H", "H"], "coordinates": [[0.3819, -0.1164, 0.7939], [3.5125, -2.0454, -1.5643], [2.6708, -2.2583, -2.8180], [2.4870, -3.7490, -3.0897], [1.3531, -1.5433, -2.7109], [0.1315, -1.9002, -3.2966], [-0.7114, -0.8295, -3.0710], [-2.1331, -0.6874, -3.5109], [-2.2329, -0.9135, -5.0219], [-3.0544, -1.6663, -2.7836], [-0.0137, 0.1058, -2.3792], [1.2419, -0.3454, -2.1473], [-0.2517, 1.6493, -2.3943], [-1.5385, 2.0234, -1.6269], [-1.6765, 1.7327, -0.3085], [-2.8768, 2.1789, 0.0637], [-3.5362, 2.7209, -1.0392], [-2.6630, 2.6266, -2.1018], [-2.9324, 3.2732, -3.4400], [-4.3089, 3.9480, -3.4143], [-2.8952, 2.3822, -4.6849], [-3.5310, 2.2489, 1.4131], [-2.5478, 2.3693, 2.5662], [-4.5563, 1.1164, 1.5639], [1.0220, 2.3462, -1.8485], [1.5945, 2.0040, -0.6700], [2.7730, 2.6257, -0.5998], [2.9533, 3.3985, -1.7453], [1.8339, 3.1938, -2.5237], [1.7134, 3.8716, -3.8609], [0.4796, 4.7593, -3.9978], [1.8307, 2.9047, -5.0408], [3.8731, 2.5223, 0.4193], [4.7535, 1.3147, 0.0833], [3.4070, 2.4613, 1.8679], [4.4843, -2.5308, -1.6573], [2.9919, -2.4737, -0.7115], [3.6568, -0.9815, -1.4000], [3.2044, -1.8142, -3.6746], [1.9814, -4.2205, -2.2501], [3.4561, -4.2285, -3.2229], [1.9016, -3.9159, -3.9911], [-0.1076, -2.8099, -3.8067], [-2.4563, 0.3217, -3.2660], [-1.9358, -1.9301, -5.2629], [-1.5818, -0.2356, -5.5702], [-3.2578, -0.7643, -5.3564], [-2.7269, -2.6899, -2.9421], [-4.0734, -1.5637, -3.1524], [-3.0458, -1.4703, -1.7146], [-0.3849, 1.9864, -3.5210], [-4.5267, 3.1202, -1.0225], [-2.1888, 4.0677, -3.5627], [-5.0839, 3.2092, -3.2249], [-4.5117, 4.4084, -4.3788], [-4.3619, 4.7174, -2.6485], [-3.6941, 1.6464, -4.6457], [-1.9473, 1.8705, -4.7909], [-3.0428, 2.9991, -5.5703], [-4.1245, 3.1774, 1.4007], [-3.0813, 2.3602, 3.5144], [-2.0120, 3.3121, 2.4852], [-1.8139, 1.5717, 2.5682], [-4.1292, 0.1446, 1.3472], [-5.3796, 1.2828, 0.8696], [-4.9553, 1.1029, 2.5763], [3.7988, 4.0137, -1.9875], [2.5888, 4.5337, -3.9031], [-0.4116, 4.1429, -4.0075], [0.5250, 5.3262, -4.9284], [0.4139, 5.4619, -3.1678], [0.9713, 2.2453, -5.0943], [2.7236, 2.2951, -4.9321], [1.8974, 3.4699, -5.9698], [4.4909, 3.4245, 0.2920], [4.2015, 0.4038, 0.2889], [5.6594, 1.3275, 0.6892], [5.0324, 1.3260, -0.9693], [2.6200, 1.7189, 1.9841], [3.0176, 3.4256, 2.1843], [4.2397, 2.1931, 2.5190], [0.6400, 3.1260, 3.7553], [0.4112, 1.4440, 4.6364], [-0.7655, 1.8594, 6.1079], [2.0997, 0.9961, 5.4599], [-0.2498, 0.3111, 3.5435], [-1.0819, -0.6676, 3.9737], [-1.0714, -1.2613, 5.2562], [-1.9560, -2.2550, 5.6106], [-2.9181, -2.7158, 4.7245], [-2.9712, -2.1664, 3.4530], [-2.0744, -1.1834, 3.1211], [-2.1483, -0.6322, 1.8381], [1.5331, 3.6279, 4.1121], [-0.1998, 3.7796, 3.9623], [0.7150, 3.0146, 2.6792], [-0.4933, 1.3478, 7.0262], [-1.7842, 1.5702, 5.8660], [-0.7657, 2.9276, 6.3090], [2.9295, 1.1478, 4.7756], [2.1173, -0.0449, 5.7691], [2.2859, 1.6053, 6.3411], [-0.3312, -0.9272, 5.9681], [-1.9008, -2.6853, 6.6026], [-3.6127, -3.4884, 5.0148], [-3.7020, -2.4889, 2.7273], [2.3759, -1.0364, 1.8287], [3.2763, -1.0811, 1.2141], [2.1566, -2.0697, 2.1109], [2.6591, -0.5162, 2.7473], [-0.9508, -2.7583, 0.1442], [0.2183, -4.4892, -0.1204], [-0.3891, -5.6146, -0.6726], [0.2785, -6.8167, -0.7756], [1.5894, -6.9283, -0.3381], [2.2091, -5.8179, 0.2105], [1.5275, -4.6211, 0.3234], [-1.4110, -5.5354, -1.0192], [-0.2222, -7.6792, -1.1959], [2.1183, -7.8688, -0.4195], [3.2325, -5.8851, 0.5572], [2.0184, -3.7692, 0.7724], [1.5810, -5.5447, 4.4615], [1.9079, -3.9042, 4.8760], [1.1414, -3.0686, 4.1311], [0.3220, -3.6835, 3.2442], [0.4317, -4.9540, 3.2945], [2.6136, -3.6675, 5.6456], [1.1464, -1.9971, 4.1758], [-0.1113, -5.6349, 2.6738]], "spin_multiplicity": 1, "orbital_gap_ev": 6.5, "energy_ha": -3351.87461, "homo_energy_ev": -4.07, "relative_energy_kj_mol": 214.31, "charge": -1, "lumo_energy_ev": 2.39}

Entry 4:
{"formula": "C10H9N3O", "method": "wB97M-V/def2-TZVPD", "symbols": ["C", "C", "C", "N", "C", "C", "C", "C", "C", "N", "C", "C", "N", "H", "H", "H", "H", "H", "H", "H", "O", "H", "H"], "coordinates": [[-3.6679, -0.9107, 0.8603], [-2.4183, -0.2295, 0.6097], [-1.3854, 0.3296, 0.3574], [-0.2193, 0.9369, 0.1149], [-0.0390, 2.2280, -0.3254], [1.2572, 2.5824, -0.3279], [2.0785, 1.4300, 0.0702], [1.9810, 0.2103, -0.8392], [3.0176, -0.7500, -0.7725], [3.8752, -1.5067, -0.7104], [1.0520, 0.3454, 0.3763], [1.1188, -0.6266, 1.4078], [1.1434, -1.4205, 2.2316], [-3.4644, -1.8931, 1.2857], [-4.2732, -0.3441, 1.5679], [-4.2287, -1.0346, -0.0665], [-0.9007, 2.8138, -0.5866], [1.6573, 3.5476, -0.5624], [2.9884, 1.5641, 0.6377], [1.5205, 0.3165, -1.8138], [-0.0855, -2.3239, -1.3312], [-0.0546, -2.7640, -0.4775], [-0.9527, -2.5012, -1.7058]], "smiles": "CC#CN1C=C[C@@H]2[C@@H](C#N)[C@@]21C#N.O", "spin_multiplicity": 1, "orbital_gap_ev": 8.8, "energy_ha": -625.82766, "homo_energy_ev": -8.27, "relative_energy_kj_mol": 379.03, "lumo_energy_ev": 0.52}

> Number 2 is which compound?

C25H27CoN4O4S4